Below is a single C7H12 molecule, with properties calculated with ωB97M-V/def2-TZVPD.

## Properties
Highest occupied orbital energy (Eh): -0.3485
Gap between HOMO and LUMO (eV): 10.68
DFT total energy (Ha): -273.85273
Energy above the lowest of the compared OMol25 structures with the same formula, charge and spin (eV): 1.519
SMILES: CC[C@H]1C[C@H]2C[C@@H]12
Multiplicity: 1

```
19
C7H12 ωB97M-V/def2-TZVPD
C 2.10 0.56 -0.95
C 1.24 -0.65 -0.51
C 0.25 -0.45 0.67
C -0.36 0.97 0.90
C -1.77 0.39 0.77
C -1.93 -0.33 -0.54
C -1.20 -1.00 0.58
H 2.80 0.27 -1.75
H 2.72 0.94 -0.12
H 1.53 1.41 -1.34
H 0.70 -1.04 -1.38
H 1.95 -1.44 -0.24
H 0.71 -0.81 1.59
H -0.10 1.74 0.18
H -0.16 1.33 1.91
H -2.62 0.71 1.36
H -2.92 -0.71 -0.77
H -1.36 0.00 -1.41
H -1.58 -1.91 1.04
```

Here are the Löwdin charges for atoms 1 to 4, given in e:
1 C -0.115
2 C -0.210
3 C -0.251
4 C -0.116

=====

Below is a single C16H19Cl2N3O2 molecule, with properties calculated with ωB97M-V/def2-TZVPD.

## Properties
Highest occupied orbital energy (Eh): -0.3094
Gap between HOMO and LUMO (eV): 8.97
DFT total energy (Ha): -1856.25613
Energy above the lowest of the compared OMol25 structures with the same formula, charge and spin (eV): 0.081
SMILES: O=C(CCCOc1ccc(Cl)cc1Cl)NCCCn1ccnc1
Multiplicity: 1

```
42
C16H19Cl2N3O2 ωB97M-V/def2-TZVPD
O 2.95 1.89 -0.37
C 2.42 0.98 0.22
C 1.66 1.19 1.52
C 0.56 0.18 1.83
C -0.42 0.71 2.87
O -1.07 1.89 2.44
C -2.03 1.83 1.48
C -2.55 0.67 0.91
C -3.54 0.74 -0.06
C -4.01 1.97 -0.47
Cl -5.23 2.06 -1.69
C -3.51 3.15 0.07
C -2.53 3.07 1.04
Cl -1.89 4.51 1.73
N 2.50 -0.31 -0.21
C 3.13 -0.63 -1.46
C 2.14 -0.73 -2.63
C 1.37 -2.06 -2.68
N 0.57 -2.29 -1.51
C 0.87 -3.12 -0.46
C -0.14 -2.99 0.44
N -1.05 -2.09 -0.03
C -0.60 -1.70 -1.19
H 1.23 2.19 1.46
H 2.40 1.21 2.33
H 0.01 -0.04 0.91
H 0.98 -0.76 2.21
H -1.15 -0.06 3.13
H 0.11 1.01 3.77
H -2.20 -0.31 1.20
H -3.93 -0.17 -0.49
H -3.88 4.11 -0.25
H 2.03 -1.04 0.29
H 3.69 -1.57 -1.36
H 3.83 0.18 -1.67
H 2.68 -0.63 -3.57
H 1.43 0.10 -2.55
H 0.72 -2.07 -3.56
H 2.08 -2.89 -2.77
H 1.75 -3.73 -0.46
H -0.28 -3.47 1.38
H -1.09 -0.98 -1.82
```

Here are the Löwdin charges for atoms 1 to 4, given in e:
1 O 0.061
2 C -0.493
3 C -0.081
4 C -0.175

=====

Below is a single C5H9NO molecule in a non-equilibrium geometry, with properties calculated with ωB97M-V/def2-TZVPD.

## Properties
Highest occupied orbital energy (Eh): -0.2992
Gap between HOMO and LUMO (eV): 8.65
DFT total energy (Ha): -325.79249
Energy above the lowest of the compared OMol25 structures with the same formula, charge and spin (eV): 3.947
Multiplicity: 1

```
16
C5H9NO ωB97M-V/def2-TZVPD
C 1.31 -0.93 -0.15
C 0.18 0.08 -0.05
C 0.60 1.51 -0.33
N -0.99 -0.34 -0.88
C -1.94 -0.29 0.01
C -0.71 0.00 1.26
O -0.62 0.71 2.27
H 2.07 -0.69 0.60
H 1.78 -0.91 -1.14
H 0.95 -1.95 0.05
H 1.12 1.59 -1.29
H 1.27 1.84 0.47
H -0.27 2.17 -0.33
H -0.91 -0.97 -1.67
H -2.93 -0.66 -0.24
H -0.93 -1.14 1.39
```

Here are the Löwdin charges for atoms 1 to 4, given in e:
1 C -0.028
2 C -0.495
3 C -0.025
4 N 0.044

=====

Q: gap between HOMO and LUMO of number 3 (C5H9NO)?
A: 8.65 eV

=====

Q: The lowest gap between HOMO and LUMO belongs to which entry?
A: C5H9NO